(1)
The following is a quantum chemistry calculation of a cluster of 2 separate species, C26H22N4OP in total, from the Open Molecules 2025 dataset.

Last column: natural (NBO) charge in e.
Element x y z (Å)
C  4.452281  0.238784  5.163103  -0.40
N  3.038322  0.329400  5.499293  -0.44
C  2.702404  0.013975  6.873142  -0.40
C  2.091881  0.620889  4.554207  0.22
C  0.808347  0.013088  4.579932  -0.30
C  -0.012977  0.125353  3.477157  -0.06
C  0.281271  1.029268  2.423821  -0.19
C  -0.633540  1.300586  1.330066  0.03
C  -1.996511  1.373568  1.488211  -0.33
C  -2.846570  2.078098  0.585150  0.31
N  -3.563481  2.720586  -0.082777  -0.33
C  -2.675638  0.938620  2.663203  0.31
N  -3.270996  0.606621  3.618479  -0.34
C  1.523315  1.708596  2.456523  -0.14
C  2.419880  1.489289  3.474110  -0.30
H  4.637264  0.634910  4.159101  0.22
H  5.041145  0.815586  5.894381  0.18
H  4.793713  -0.810255  5.188040  0.18
H  1.748511  0.479964  7.150710  0.21
H  2.630906  -1.070719  7.039035  0.18
H  3.499726  0.410090  7.514403  0.19
H  0.511641  -0.613415  5.423500  0.21
H  -0.889164  -0.510407  3.380833  0.25
H  -0.204453  1.603670  0.367845  0.24
H  1.761485  2.436340  1.676566  0.21
H  3.391089  1.980913  3.483069  0.20
C  0.130010  2.626303  -5.125666  -0.22
C  0.607201  1.311091  -5.139066  -0.23
C  0.090724  0.374317  -4.235815  -0.22
C  -0.916834  0.744359  -3.338035  -0.30
P  -1.657740  -0.483148  -2.201416  1.91
C  -1.672014  -1.960730  -3.263120  -0.31
C  -0.882538  -3.090925  -3.025264  -0.22
C  -0.928722  -4.162852  -3.927301  -0.23
C  -1.800625  -4.129273  -5.023095  -0.22
C  -2.625387  -3.014545  -5.223922  -0.23
C  -2.572827  -1.940309  -4.333214  -0.20
C  -0.508296  -0.630183  -0.893797  -1.11
C  -0.744881  -1.433855  0.204178  0.30
N  -0.934114  -2.080793  1.177726  -0.53
O  -3.047486  -0.126862  -1.785743  -1.11
C  -1.366123  2.069601  -3.293820  -0.22
C  -0.842983  3.007956  -4.192449  -0.22
H  0.508833  3.352455  -5.850831  0.20
H  1.368280  1.002208  -5.860000  0.20
H  0.459270  -0.651017  -4.247857  0.22
H  -0.246327  -3.114967  -2.140555  0.24
H  -0.281280  -5.027258  -3.770558  0.20
H  -1.848117  -4.965093  -5.725637  0.20
H  -3.318891  -2.964481  -6.065620  0.20
H  -3.230297  -1.076603  -4.454899  0.23
H  0.360872  0.030775  -0.910124  0.24
H  -2.129851  2.354763  -2.566050  0.25
H  -1.209709  4.035666  -4.169152  0.21

Force components x, y, z for each atom (eV/Å):
-0.280 0.104 0.137
0.840 0.312 0.715
-0.068 -0.151 -0.401
-0.665 0.095 -0.979
0.771 0.165 -0.087
-0.238 0.673 -0.496
0.796 -0.703 0.397
-1.189 0.691 0.168
1.104 0.066 -0.125
-1.568 1.194 -1.997
1.610 -1.270 1.447
-1.466 -0.762 2.486
1.325 0.794 -2.152
-0.699 -0.246 -0.308
-0.053 -0.490 0.743
0.002 -0.211 0.369
-0.013 -0.136 -0.254
-0.027 0.209 0.017
0.253 -0.114 -0.063
-0.032 0.073 0.121
-0.211 -0.071 0.021
0.206 0.011 -0.376
0.170 0.187 0.158
-0.363 0.197 0.577
-0.061 -0.296 0.135
-0.338 0.024 -0.091
-0.128 -0.085 0.142
-0.165 -0.032 0.199
-0.022 0.467 -0.268
0.236 0.088 0.083
0.171 0.251 1.401
-0.296 -0.365 0.120
-0.183 0.082 -0.502
-0.208 0.083 -0.014
0.061 0.266 0.097
0.022 0.124 0.248
0.215 -0.378 -0.226
0.277 0.300 -1.235
-0.256 -1.185 1.956
0.296 1.015 -1.636
-0.012 -0.057 -0.551
0.189 0.006 -0.283
0.085 -0.225 -0.011
-0.100 -0.222 0.274
-0.211 0.150 0.218
-0.123 0.195 -0.011
-0.041 0.048 -0.262
-0.231 0.171 -0.020
0.084 0.226 0.246
0.205 -0.164 0.196
0.206 -0.235 -0.015
-0.139 -0.463 -0.042
0.140 -0.143 -0.235
0.124 -0.261 -0.031

LUMO energy, eV: 2.29
Charge: -1
Energy, eV: -44615.947

(2)
The following is a quantum chemistry calculation of a cluster of 16 separate species, C47H66N18O5S in total, from the Open Molecules 2025 dataset.

Last column: Mulliken charge in e.
Element x y z (Å)
C  -3.848272  2.042433  -5.548701  -0.45
C  -2.351412  1.834817  -5.571150  -0.47
C  -1.599003  0.808256  -4.492816  0.61
O  -1.960163  -0.497908  -4.541139  -0.54
O  -0.588071  1.337011  -3.526661  -0.22
C  0.648067  0.545732  -3.651721  -0.42
C  1.938704  1.158217  -2.845780  -0.75
C  1.625923  1.484404  -1.238500  0.46
C  2.347342  0.314858  -0.344701  -0.76
C  2.414992  0.609598  1.266204  0.16
C  2.238991  2.181768  1.695858  -0.55
C  0.687383  2.707224  1.791185  0.77
C  -0.579560  1.656767  1.666429  0.51
C  -2.101211  2.334592  1.728906  -0.06
O  -3.285270  1.459002  1.596509  -0.40
C  -3.264670  0.368461  2.597180  -0.22
C  -2.918324  -1.025133  1.746812  -0.85
C  -2.345292  3.981225  1.890930  -0.16
O  -3.719624  4.580059  1.902354  -0.25
N  -4.192955  4.407941  0.628609  0.21
O  -3.656210  5.195738  -0.133527  -0.29
C  -1.061752  5.006222  2.046186  0.54
N  -1.002077  6.509066  2.238363  -0.57
S  0.753067  6.793485  2.308466  0.15
N  1.605482  5.259391  2.107377  -0.44
C  0.429327  4.315837  1.981188  0.27
H  -4.235428  3.101359  -5.227448  0.23
H  -4.565628  1.132442  -5.804841  0.30
H  -1.668851  2.404577  -6.341993  0.26
H  0.942009  0.566759  -4.808418  0.36
H  0.440309  -0.597406  -3.379980  0.24
H  2.908309  0.505766  -2.904382  0.31
H  2.204719  2.198377  -3.356028  0.29
H  2.025987  2.569762  -1.058334  -0.01
H  0.456378  1.392344  -1.076066  0.06
H  1.680424  -0.666093  -0.479655  0.13
H  3.403161  0.039742  -0.775680  0.39
H  3.511696  0.292408  1.615215  -0.39
H  1.686804  -0.070189  1.916377  0.23
H  2.847892  2.896677  0.958689  -0.33
H  2.760534  2.341649  2.757721  0.48
H  -0.454130  0.481287  1.538172  -0.29
H  -2.465001  0.579116  3.450186  0.30
H  -4.301954  0.254333  3.156973  0.27
H  -3.493071  -1.913005  2.252318  0.24
H  -1.771685  -1.272918  1.726506  0.20
H  -3.299130  -0.893084  0.628866  0.26
C  -6.625633  4.906943  -6.854493  -0.76
C  -6.508854  3.391412  -6.854038  0.47
N  -6.412069  2.134141  -6.853647  -0.52
H  -6.938694  5.256994  -5.866975  0.27
H  -5.659239  5.355193  -7.101250  0.27
H  -7.364740  5.223624  -7.595461  0.32
C  4.428095  5.855295  -0.732830  -0.50
C  4.544875  4.339763  -0.732375  0.52
N  4.641659  3.082492  -0.731984  -0.54
H  4.115035  6.205344  0.254688  0.25
H  5.394490  6.303544  -0.979587  0.31
H  3.688989  6.171976  -1.473798  -0.01
C  8.905986  3.888586  -1.536988  -0.66
C  8.604527  5.216695  -0.861915  0.37
N  8.354362  6.318486  -0.301938  -0.46
H  9.132401  4.050825  -2.594411  0.27
H  9.766301  3.413525  -1.057499  0.27
H  8.041214  3.224381  -1.455730  0.22
C  -2.454604  -3.531746  4.947942  -0.92
C  -2.080311  -2.076166  4.720641  0.47
N  -1.769857  -0.868635  4.531999  -0.59
H  -2.088694  -4.144487  4.119457  0.34
H  -2.008696  -3.890139  5.879851  0.33
H  -3.541606  -3.631517  5.011757  0.33
C  7.248835  -0.064158  2.848487  -0.83
C  6.061579  -0.718386  2.160824  0.58
N  5.076589  -1.261063  1.590388  -0.61
H  7.165430  -0.185606  3.932011  0.27
H  8.178723  -0.528489  2.508723  0.33
H  7.275867  1.002765  2.610698  0.27
C  -6.654332  -0.227753  -1.416404  -0.74
C  -5.912414  -1.173737  -0.486273  0.52
N  -5.297003  -1.958512  0.285412  -0.55
H  -6.809864  0.735196  -0.922169  0.32
H  -6.072726  -0.069799  -2.328829  0.21
H  -7.626083  -0.652591  -1.682515  0.29
C  -7.678531  -4.551536  0.366525  -0.45
C  -8.865787  -5.205765  -0.321138  0.29
N  -9.850777  -5.748441  -0.891574  -0.47
H  -7.761936  -4.672985  1.450049  0.33
H  -6.748643  -5.015868  0.026761  0.26
H  -7.651498  -3.484613  0.128737  0.01
C  1.686925  7.783772  -4.230556  -0.55
C  3.192027  7.759102  -4.019530  0.39
N  4.440646  7.738563  -3.844526  -0.48
H  1.240432  6.865838  -3.838417  0.26
H  1.251652  8.641689  -3.710700  0.29
H  1.461371  7.861940  -5.297615  0.09
C  0.530520  1.597998  5.403561  -0.14
C  2.001450  1.284127  5.183733  0.46
N  3.221737  1.023825  5.001414  -0.56
H  0.259701  2.510768  4.865752  0.15
H  -0.085653  0.772493  5.036670  -0.15
H  0.335324  1.741616  6.469803  0.39
C  4.138679  -3.625411  3.652194  -0.42
C  3.686900  -4.276335  4.949369  0.26
N  3.312173  -4.816281  6.025538  -0.50
H  5.179894  -3.888320  3.446087  0.30
H  3.513601  -3.971098  2.824236  0.31
H  4.054933  -2.538102  3.731854  0.07
C  1.475137  -6.611790  3.545584  -0.11
C  0.064971  -6.195063  3.930608  0.47
N  -1.104874  -5.849271  4.249969  -0.63
H  2.200047  -5.913909  3.973600  -0.36
H  1.682927  -7.616877  3.922891  0.16
H  1.579926  -6.611203  2.457182  0.32
C  -9.258751  -5.212882  -4.892567  -0.72
C  -8.827287  -4.098144  -3.953596  0.40
N  -8.469322  -3.173319  -3.174711  -0.47
H  -8.388245  -5.616106  -5.417316  0.26
H  -9.735029  -6.016088  -4.323574  0.27
H  -9.970308  -4.826681  -5.627508  0.26
C  1.652216  6.876859  -8.870016  -0.76
C  0.561726  6.894603  -7.811249  0.43
N  -0.342944  6.909229  -6.932920  -0.49
H  1.229530  6.586017  -9.835665  0.32
H  2.098916  7.870731  -8.961732  0.27
H  2.430387  6.160916  -8.591669  0.27
C  1.035607  -9.269230  6.681347  -0.67
C  2.465959  -9.616630  6.302038  0.41
N  3.652580  -9.904736  5.987350  -0.55
H  0.496301  -8.901022  5.804248  0.19
H  0.525883  -10.156916  7.065968  0.30
H  1.032267  -8.494312  7.452767  0.26
C  5.587167  -10.819639  3.320682  -0.29
C  5.537449  -9.812226  2.183527  0.32
N  5.496110  -8.976503  1.240151  -0.45
H  5.321440  -11.813514  2.950099  0.25
H  6.594986  -10.855043  3.743509  0.25
H  4.881794  -10.531595  4.104952  -0.01

Force components x, y, z for each atom (eV/Å):
3.403 -1.122 0.302
-1.461 0.460 1.110
-2.016 -6.262 -1.548
2.622 8.129 0.943
-1.738 -1.372 -2.847
1.797 -1.788 -1.292
-0.785 1.587 0.461
-0.007 -1.009 -1.025
-1.025 -0.482 0.072
1.060 0.125 0.640
0.046 0.513 0.303
-3.032 -1.173 -0.286
0.811 5.041 0.610
0.455 2.222 0.243
3.056 2.315 1.386
0.804 -1.452 0.381
-0.330 0.432 0.146
2.681 -1.994 0.359
3.565 -2.049 1.417
0.808 2.922 -3.735
-1.721 -2.552 1.864
1.253 -0.171 -0.175
3.308 -6.035 -0.703
-1.404 -2.726 -0.448
-7.311 -0.616 -0.072
0.551 0.138 0.018
0.646 -1.915 -2.111
1.463 1.905 2.064
-1.160 -0.093 2.686
-0.557 -0.183 2.414
0.359 2.617 -0.382
-2.139 0.893 -0.207
-0.569 -2.207 0.958
-0.888 -2.264 0.020
2.473 0.567 -0.257
1.455 2.032 0.137
-1.943 0.795 0.977
-2.640 0.840 -0.695
1.406 1.475 -1.527
-1.524 -1.647 1.565
-1.344 -0.354 -2.219
-0.311 3.024 0.295
-1.918 -0.262 -2.338
1.923 0.537 -1.576
1.190 1.653 -1.171
-2.164 0.578 0.178
0.880 -0.281 2.683
0.111 -1.253 0.008
0.527 -8.350 -0.075
-1.042 10.170 -0.137
0.052 -0.172 -0.135
-0.108 -0.187 0.035
0.112 -0.173 0.104
0.075 -1.205 0.025
0.677 -8.086 0.005
-0.665 9.929 -0.049
0.038 -0.232 -0.092
-0.100 -0.183 0.004
0.157 -0.175 0.075
-0.249 1.068 0.548
-1.675 7.259 3.693
1.960 -8.833 -4.484
-0.059 0.092 0.206
-0.135 0.187 -0.012
0.047 0.208 0.048
0.104 1.632 -0.314
2.009 7.916 -1.025
-1.970 -10.167 2.201
-0.173 0.490 0.288
0.020 0.151 -0.232
0.124 0.181 -0.022
-0.972 -0.519 -0.566
-6.410 -3.568 -3.740
8.053 4.160 4.565
-0.122 -0.019 -0.204
-0.233 -0.004 -0.025
-0.138 -0.191 -0.017
0.589 -0.718 0.764
3.950 -5.124 4.987
-5.300 6.067 -6.271
0.134 -0.199 0.041
-0.007 -0.128 0.195
0.211 -0.104 0.066
-1.031 -0.519 -0.587
-6.509 -3.601 -3.772
7.880 4.300 4.542
-0.090 -0.040 -0.203
-0.219 0.074 -0.024
-0.039 -0.242 -0.047
1.268 0.022 0.172
8.187 -0.121 1.169
-9.945 0.129 -1.381
0.155 0.115 -0.079
0.186 -0.119 -0.048
0.092 -0.052 0.223
1.211 -0.251 -0.175
7.969 -1.706 -1.155
-9.668 2.026 1.443
0.166 -0.132 -0.001
0.171 0.070 0.010
0.175 -0.054 -0.140
-0.355 -0.488 1.155
-2.357 -3.450 7.108
2.926 4.240 -8.577
-0.199 -0.015 0.110
0.064 0.039 0.170
-0.048 -0.204 0.048
-1.161 0.393 0.220
-7.581 2.255 2.067
9.688 -3.518 -2.627
-0.294 -0.163 0.073
-0.088 0.171 -0.030
-0.177 -0.019 0.151
0.349 0.899 0.793
2.381 6.152 5.207
-2.843 -7.396 -6.263
-0.077 0.164 0.151
0.101 0.226 0.064
0.140 0.052 0.182
-0.880 0.009 0.853
-5.970 0.080 5.741
7.249 -0.105 -7.016
-0.037 0.042 0.228
-0.152 -0.136 0.101
-0.197 0.099 0.054
1.185 -0.277 -0.271
7.860 -1.905 -2.080
-9.593 2.323 2.519
0.155 -0.069 0.100
0.194 0.090 -0.099
0.132 -0.113 -0.155
-0.067 0.819 -0.948
-0.257 5.479 -6.206
0.300 -6.648 7.544
0.048 0.215 -0.072
-0.145 0.097 -0.150
0.130 0.052 -0.167

LUMO energy, eV: -1.33
Relative energy (zero: lowest compared OMol25 entry of this formula, charge and spin), kJ/mol: 2613.7
Energy, eV: -97666.406

Computed frontier orbital gap (eV) in order:
6.24, 6.67
Computed max |F| (eV Å⁻¹) in order:
2.985, 10.636